--- a ---
238
Properties=species:S:1:pos:R:3:lowdin_charge:R:1 method="wB97M-V/def2-TZVPD" homo_energy_ev=-8.7 gap_ev=9.181 lumo_energy_ev=0.446
O 1.18 -7.05 1.83 -0.229
O 1.70 5.22 -7.94 -0.190
O 4.90 -3.64 -1.58 -0.194
O 6.59 0.52 1.84 -0.203
O -3.80 -1.67 -3.78 -0.198
O 4.48 2.96 -2.51 -0.190
O -3.64 -7.31 1.63 -0.188
O -0.65 0.78 5.51 -0.192
O -4.79 1.16 0.15 -0.187
O -0.16 6.62 -2.88 -0.173
O -2.35 -4.10 5.08 -0.233
O 2.76 4.37 2.18 -0.171
O 0.18 1.30 -0.56 -0.232
O -3.43 3.69 -4.58 -0.222
N 3.44 -6.43 0.39 0.030
N 5.77 -1.01 4.20 0.047
N -3.78 2.80 6.15 0.029
N -3.28 4.62 0.45 0.019
N 3.15 7.82 -1.95 0.055
N -7.43 -2.08 -2.94 0.035
N -0.54 0.39 2.21 0.071
N -1.87 -6.76 6.07 0.040
N -4.88 -4.65 3.87 0.047
N 0.62 2.88 -6.77 0.046
N -0.61 3.29 1.26 0.056
N -1.90 1.55 -7.10 0.030
N 1.89 -8.82 4.17 0.039
N 5.85 6.17 -1.58 0.026
C -2.92 1.64 5.90 -0.421
C 3.87 1.85 -1.77 -0.046
C -4.19 1.51 -6.35 -0.081
C -1.24 6.08 -2.13 -0.089
C 6.22 5.03 -3.68 -0.052
C -4.23 3.59 0.11 -0.385
C -3.40 4.96 -5.13 -0.134
C 1.08 6.55 -2.28 -0.254
C 0.52 -1.80 1.82 -0.033
C 4.09 -2.80 -2.41 -0.105
C 1.85 -10.63 2.51 -0.088
C -3.21 -8.65 1.80 -0.119
C 1.93 -9.16 2.69 -0.424
C 1.96 7.64 -2.84 -0.389
C -0.08 -0.05 -0.18 -0.145
C 5.00 3.94 -1.65 -0.214
C -1.51 -2.97 4.73 -0.079
C -3.76 -6.61 2.88 -0.194
C 2.56 5.62 -9.00 -0.106
C 6.97 1.58 1.00 -0.108
C -2.93 -1.84 -2.62 -0.076
C -0.30 1.59 -1.80 -0.140
C -2.87 -6.13 8.28 -0.053
C -2.79 -5.86 6.76 -0.423
C 4.95 -0.90 3.04 -0.437
C 3.52 -0.91 3.55 -0.068
C -4.55 3.84 -1.45 -0.035
C 5.20 0.41 2.17 -0.146
C -2.24 -4.42 6.48 -0.174
C 2.44 7.40 -4.29 -0.049
C 5.28 5.18 -2.49 -0.424
C 4.24 -4.43 1.27 -0.040
C -3.47 -4.23 1.79 -0.035
C 4.33 -4.92 -1.25 -0.193
C -4.34 -0.11 0.61 -0.110
C 0.88 -8.45 1.84 -0.178
C 0.77 1.09 5.31 -0.072
C -2.37 2.87 -5.11 -0.118
C -6.15 -3.57 -4.24 -0.074
C -1.41 1.92 5.77 -0.224
C 0.13 5.41 1.99 -0.049
C -2.95 2.34 -6.49 -0.424
C 1.77 3.44 1.82 -0.181
C 3.53 -5.03 0.03 -0.428
C -4.44 -5.24 2.57 -0.349
C -6.07 -2.53 -3.13 -0.464
C 1.37 3.89 -6.04 -0.433
C 0.37 -0.29 1.31 -0.365
C 0.52 4.14 1.20 -0.419
C 2.03 3.30 -4.85 -0.065
C 2.44 4.49 -6.95 -0.197
C 3.96 3.76 2.58 -0.116
C -5.17 -1.30 -3.44 -0.160
C 0.12 -6.24 1.34 -0.070
C -3.46 0.89 4.68 -0.056
C -3.77 2.15 0.43 -0.168
H 1.94 -7.81 4.17 0.053
H -4.73 2.48 6.29 0.067
H 6.47 1.47 0.04 0.066
H 3.88 -3.40 1.34 0.049
H 2.95 2.80 -5.13 0.089
H -1.02 1.97 -6.83 -0.009
H 3.99 -3.15 -3.44 0.084
H 4.33 3.11 1.79 0.053
H 1.38 -2.34 1.40 0.060
H 3.85 3.21 3.51 0.085
H -3.57 -5.42 8.72 0.073
H -3.79 5.47 0.24 0.084
H -4.36 5.41 -4.85 0.096
H -1.05 2.39 6.68 0.120
H -1.91 -2.16 -2.86 0.084
H -1.22 2.67 5.00 0.122
H 0.42 -5.19 1.34 0.079
H -6.52 -3.16 -5.18 0.077
H 3.37 -0.07 4.23 0.067
H -2.56 -4.17 2.39 0.036
H -3.62 2.09 1.51 0.109
H -1.24 6.43 -1.09 0.076
H 5.52 -0.20 4.75 0.072
H -3.75 -6.04 6.26 0.118
H -2.12 6.46 -2.63 0.085
H -5.16 -0.76 0.31 0.089
H -4.50 1.03 -7.28 0.076
H -3.91 -9.34 1.34 0.087
H 0.19 0.93 -2.52 0.087
H 0.91 -8.93 0.86 0.128
H -1.25 4.99 -2.07 0.077
H 6.57 5.99 -4.08 0.076
H 2.23 3.95 -4.00 0.062
H 2.08 6.17 -9.81 0.088
H 4.57 0.31 1.29 0.119
H -1.46 3.46 -5.20 0.100
H 3.24 8.05 -4.63 0.081
H -5.73 -3.12 -2.28 0.131
H -1.78 -2.63 3.73 0.068
H 1.37 2.53 -4.44 0.070
H -2.20 -8.78 1.42 0.063
H -1.14 -0.29 -0.33 0.101
H 1.23 1.51 6.21 0.089
H -0.40 0.15 3.18 0.035
H 1.28 2.23 -7.18 0.097
H -2.55 5.53 -4.77 0.074
H -5.29 3.11 -1.78 0.068
H 2.18 -10.97 1.53 0.081
H 2.03 2.74 1.03 0.101
H -0.45 2.64 0.51 0.036
H 3.41 2.09 -0.81 0.071
H 4.62 1.05 -1.75 0.079
H -4.30 -0.05 1.69 0.079
H 0.58 -0.72 -0.74 0.122
H -0.12 -8.72 2.17 0.110
H 3.25 -1.84 4.04 0.091
H 0.73 4.50 0.20 0.121
H -3.05 0.99 6.76 0.127
H -3.36 -2.59 -1.96 0.079
H 1.50 5.55 -2.38 0.115
H -2.79 -3.70 7.09 0.123
H 0.72 4.69 -5.68 0.142
H -1.86 -6.30 5.17 0.033
H -2.30 -7.67 6.01 0.073
H -7.29 -1.33 -2.28 0.064
H 3.70 6.98 -1.88 0.010
H 6.60 2.50 1.46 0.078
H 1.28 0.16 5.05 0.067
H 3.06 5.17 -6.38 0.113
H 6.63 -0.75 3.75 0.067
H 2.78 6.38 -4.43 0.041
H 5.33 -4.40 1.20 0.082
H -6.75 -4.45 -4.02 0.078
H -0.24 -6.50 0.35 0.100
H 6.71 5.81 -1.19 0.072
H -5.19 -0.61 -2.60 0.112
H 5.66 4.56 -4.49 0.067
H -3.93 -3.25 1.66 0.068
H -2.25 2.08 -4.37 0.122
H -4.43 -7.24 3.48 0.114
H -1.45 3.77 1.01 0.027
H 2.81 -0.76 2.74 0.046
H 0.87 -11.06 2.73 0.084
H 2.53 -4.63 -0.14 0.118
H -1.87 -6.09 8.72 0.080
H 8.02 1.58 0.71 0.096
H 2.72 -9.14 4.65 0.061
H -3.71 3.76 -2.14 0.050
H -3.38 5.04 -6.22 0.081
H -0.52 1.40 2.28 0.032
H -1.82 1.72 -8.09 0.067
H 3.09 -2.71 -1.98 0.074
H -5.05 4.78 -1.67 0.068
H 2.78 7.86 -1.01 0.060
H -0.72 5.92 1.54 0.058
H -0.40 -2.35 1.61 0.062
H -3.38 -0.45 0.23 0.063
H 0.60 -1.82 2.90 0.050
H 3.07 1.55 -2.44 0.074
H 3.11 3.78 -7.43 0.127
H 4.35 5.62 -2.85 0.099
H -4.09 -4.38 4.43 0.025
H -5.42 -5.37 4.31 0.055
H -5.62 -0.82 -4.31 0.116
H -1.67 -2.11 5.38 0.078
H 0.14 2.54 -2.09 0.090
H -7.69 -1.63 -3.81 0.070
H 7.11 4.43 -3.53 0.082
H 1.00 6.68 -1.20 0.110
H -0.05 5.15 3.03 0.084
H 4.75 4.50 2.76 0.097
H 4.06 -5.02 2.17 0.075
H -4.04 0.56 -5.83 0.062
H -1.37 1.43 -1.93 0.084
H 4.24 4.22 -0.92 0.118
H 1.56 2.87 2.73 0.104
H -3.49 3.31 6.97 0.066
H 3.33 6.28 -8.60 0.084
H 0.88 6.16 1.76 0.070
H -3.14 -9.09 2.80 0.083
H 0.42 3.40 -7.62 0.081
H 1.36 8.55 -2.86 0.138
H -5.21 -5.44 1.82 0.129
H 2.95 -8.83 2.48 0.132
H 3.83 -5.37 -2.11 0.124
H -5.09 1.94 -5.91 0.078
H -1.22 -4.36 6.85 0.127
H -2.86 1.97 -0.13 0.109
H 3.26 -7.05 -0.39 0.074
H -3.29 -7.12 8.43 0.071
H 6.14 6.99 -2.09 0.072
H 5.01 1.37 2.66 0.093
H -3.10 -0.14 4.65 0.063
H 1.34 0.20 1.32 0.103
H 5.18 -1.79 2.46 0.125
H 1.56 7.49 -4.92 0.080
H 1.04 1.80 4.54 0.063
H -3.10 -4.72 0.89 0.067
H -5.17 -3.96 -4.51 0.072
H -3.10 1.34 3.76 0.058
H 4.52 -1.80 -2.38 0.076
H -0.70 -6.31 2.06 0.078
H 2.68 -6.58 1.03 0.026
H -2.79 -0.90 -2.09 0.054
H 3.09 4.78 -9.44 0.083
H -2.84 -6.60 3.46 0.092
H 5.29 -5.42 -1.09 0.129
H -3.22 4.58 1.46 0.078
H 5.84 3.59 -1.05 0.116
H -3.32 3.12 -7.15 0.120
H -5.14 3.84 0.65 0.131
H -4.55 0.87 4.63 0.077
H 2.57 -11.15 3.14 0.078
H -0.43 -3.08 4.80 0.087

***

--- b ---
238
Properties=species:S:1:pos:R:3:lowdin_charge:R:1 method="wB97M-V/def2-TZVPD" homo_energy_ev=-8.1 gap_ev=8.532 lumo_energy_ev=0.385
O 1.94 -3.92 -2.01 -0.232
O -4.66 4.98 1.48 -0.174
O -1.11 -5.36 1.17 -0.170
O -6.05 2.55 -4.75 -0.186
O 3.84 -0.20 -0.17 -0.209
O 0.25 -0.92 1.24 -0.210
O 4.64 2.78 6.68 -0.182
O -0.08 4.93 2.56 -0.199
O -1.08 1.61 3.31 -0.221
O 4.07 -5.68 1.50 -0.160
O -0.55 -3.10 -6.61 -0.215
O -0.54 5.35 -4.67 -0.170
O 4.03 -1.13 4.96 -0.176
O -5.28 -2.99 1.33 -0.190
N 2.73 4.52 4.06 0.054
N 1.72 5.50 -0.73 0.042
N -2.18 0.22 0.50 0.055
N -2.32 -3.47 -3.38 0.032
N 3.30 -1.92 7.72 0.043
N -4.70 0.37 -3.64 0.052
N -3.87 -0.15 4.87 0.044
N -4.75 1.87 -0.51 0.053
N -0.39 -5.44 -2.56 0.047
N 2.47 -6.22 -3.85 0.050
N 6.82 -3.58 0.29 0.051
N -1.70 5.46 -7.18 0.032
N -3.51 -1.52 -1.52 0.034
N 4.07 3.45 -0.23 0.047
C -0.59 -1.85 -3.96 -0.033
C -5.02 -3.24 2.71 -0.073
C 0.39 -6.86 -0.87 -0.075
C -1.22 -2.86 -7.87 -0.084
C 4.68 -1.27 3.74 -0.125
C -1.30 -3.75 -5.55 -0.168
C 4.48 1.06 -0.03 -0.166
C 3.07 3.39 4.84 -0.458
C 3.38 -5.86 -2.75 -0.384
C 4.26 3.81 5.80 -0.178
C -4.84 2.09 -5.33 -0.215
C -2.48 0.17 4.58 -0.433
C 3.89 2.83 7.89 -0.101
C -2.43 1.39 3.72 -0.207
C -5.17 5.36 2.73 -0.122
C -0.73 -5.92 -1.23 -0.399
C 1.84 -2.59 -1.54 -0.095
C 4.28 -0.90 7.43 -0.456
C -0.32 6.75 -0.04 -0.053
C -0.96 0.28 -0.36 -0.349
C 2.84 -5.13 1.03 -0.073
C -5.95 3.79 -1.02 -0.055
C -3.96 1.46 -4.30 -0.431
C 5.78 -4.61 0.32 -0.433
C 1.42 -1.20 2.01 -0.073
C 3.19 -4.32 -2.53 -0.190
C -5.65 -2.75 -1.68 -0.047
C 6.41 -5.93 -0.13 -0.069
C -2.34 6.00 -5.99 -0.425
C 3.37 2.21 3.96 -0.056
C -1.94 5.18 -4.79 -0.219
C 4.81 -6.07 -3.23 -0.066
C -1.48 4.71 2.57 -0.090
C -6.94 3.19 -5.62 -0.095
C 0.91 5.91 0.41 -0.391
C 4.75 -1.25 0.01 -0.132
C 5.07 -4.71 1.68 -0.178
C 3.44 2.17 -0.32 -0.465
C -0.16 4.90 -3.40 -0.125
C -3.86 6.02 -6.28 -0.046
C -4.72 3.31 -0.27 -0.424
C -4.75 3.60 1.24 -0.198
C 5.32 -0.93 8.54 -0.067
C -0.90 -4.82 -0.15 -0.163
C 2.75 2.02 -1.66 -0.045
C -0.78 -4.47 2.19 -0.113
C -4.20 -2.82 0.49 -0.188
C 0.35 0.29 0.48 -0.158
C -1.73 -2.73 -4.50 -0.423
C -1.90 -1.07 3.88 -0.045
C -1.06 1.55 -1.25 -0.033
C 4.88 -1.25 6.10 -0.216
C -0.13 1.95 4.29 -0.094
C -4.67 -1.98 -0.77 -0.382
C -2.60 0.97 -4.79 -0.031
C 0.60 4.68 1.32 -0.165
H -4.34 -0.20 3.97 0.069
H -1.67 3.70 2.19 0.065
H 2.78 -1.71 8.56 0.073
H -2.72 2.22 4.38 0.125
H -5.61 0.79 -3.56 0.073
H -2.05 -2.17 -7.71 0.077
H 1.97 6.35 -1.21 0.078
H -4.26 6.67 -5.50 0.076
H 0.92 4.96 -3.26 0.072
H 0.37 1.15 1.16 0.115
H 5.48 -1.35 -0.79 0.093
H 1.60 6.52 0.98 0.132
H 1.12 -2.14 2.48 0.079
H 5.06 3.99 5.09 0.124
H -6.05 4.86 -0.81 0.076
H -1.99 0.26 5.55 0.142
H 0.21 3.76 0.87 0.111
H 2.48 -2.35 -0.69 0.050
H 4.04 3.74 8.46 0.086
H 0.24 -2.50 -3.69 0.067
H 3.16 -6.46 -1.87 0.129
H -4.46 -2.43 3.17 0.056
H -1.92 4.48 -7.30 0.068
H -0.51 2.29 5.25 0.102
H 5.03 -0.63 9.54 0.075
H 2.03 -1.86 -2.33 0.098
H 5.35 -2.23 6.18 0.134
H 2.55 1.89 3.30 0.057
H -6.11 4.89 3.02 0.086
H -7.28 2.51 -6.41 0.093
H 5.05 -4.44 -0.47 0.090
H -2.47 5.55 -3.91 0.130
H 7.13 -3.54 -0.67 0.073
H 0.40 -4.81 -2.41 0.031
H -4.30 0.55 5.45 0.074
H 3.90 -3.98 -1.77 0.081
H 2.54 5.00 -0.40 0.028
H -3.93 3.07 1.73 0.095
H -0.16 1.80 -1.80 0.057
H 2.09 -5.92 0.99 0.082
H 2.63 2.10 0.41 0.119
H -2.69 -2.74 -2.78 0.020
H -3.76 -0.95 -2.32 0.036
H -0.81 -1.10 3.81 0.067
H 5.73 -1.93 8.69 0.082
H 4.08 1.99 8.56 0.075
H 5.00 -5.65 -4.22 0.084
H -0.54 5.51 -2.58 0.063
H 0.49 1.08 4.54 0.087
H 5.36 -0.42 3.67 0.090
H 7.16 -6.39 0.51 0.084
H -1.03 -0.59 -1.01 0.106
H 7.64 -3.95 0.75 0.074
H 2.83 2.80 7.62 0.083
H -3.85 2.19 -3.50 0.124
H 5.83 -5.08 2.37 0.133
H 4.63 -3.76 1.98 0.099
H 5.12 -7.11 -3.16 0.088
H -5.99 -3.36 3.17 0.092
H -1.67 -6.47 -1.24 0.139
H -2.09 -0.64 1.03 0.039
H 4.04 4.76 6.30 0.120
H 5.68 -6.72 -0.34 0.078
H -4.88 -0.33 -4.35 0.085
H -1.05 6.15 -0.58 0.061
H 2.17 3.09 5.38 0.113
H 4.26 2.28 3.33 0.079
H -3.94 1.40 -0.12 0.024
H 3.52 -3.78 -3.41 0.135
H -1.97 0.59 -3.98 0.051
H -1.73 -4.22 -0.52 0.102
H 5.75 -0.60 5.99 0.125
H -0.77 7.35 0.75 0.076
H 1.26 0.18 -0.11 0.096
H -1.91 6.99 -5.82 0.143
H 0.62 -7.66 -1.57 0.086
H -1.05 -4.78 -2.96 0.013
H 5.29 -1.29 0.96 0.073
H -0.59 -4.49 -5.18 0.120
H -1.02 -1.25 -3.16 0.052
H 2.01 2.82 -1.74 0.060
H 3.86 0.10 7.32 0.116
H 0.28 -4.28 2.06 0.053
H -4.90 1.46 -6.22 0.139
H -5.81 3.68 -2.10 0.063
H -3.40 -2.27 1.00 0.097
H 0.24 -7.37 0.08 0.079
H -1.89 1.54 -1.96 0.055
H 2.24 -1.48 1.34 0.059
H -2.22 -4.15 -5.98 0.122
H -1.82 4.65 3.60 0.091
H 2.36 -4.43 1.72 0.075
H -0.53 -2.49 -8.62 0.081
H 5.50 -5.51 -2.59 0.042
H -3.00 -0.92 -0.88 0.019
H -1.20 2.41 -0.58 0.067
H -2.10 -1.98 4.43 0.086
H 1.53 -6.04 -3.51 0.020
H -0.70 5.47 -7.08 0.067
H -3.16 -3.96 -3.66 0.087
H 4.78 3.45 -0.94 0.088
H -0.04 7.49 -0.79 0.070
H -6.58 -3.02 -1.18 0.074
H -6.44 4.05 -6.07 0.073
H -2.72 0.21 -5.56 0.078
H 2.49 -5.49 -4.56 0.067
H -1.57 -3.82 -8.27 0.080
H 2.25 1.06 -1.68 0.058
H 2.92 -4.62 0.07 0.067
H 4.47 3.44 0.70 0.083
H 6.20 -0.31 8.33 0.078
H -4.33 2.99 -5.68 0.101
H -0.35 3.84 -3.24 0.078
H 5.22 1.29 -0.79 0.132
H -2.13 4.11 -4.95 0.106
H 0.57 2.67 3.88 0.060
H 4.14 -2.16 -0.03 0.049
H 0.83 -2.32 -1.24 0.082
H -2.04 5.44 1.98 0.082
H -2.05 1.82 -5.19 0.071
H 1.75 -0.45 2.73 0.080
H -6.85 3.26 -0.72 0.087
H -4.78 1.65 -1.50 0.035
H -1.94 0.89 1.23 0.049
H 2.16 5.12 4.64 0.087
H 5.23 -2.18 3.52 0.084
H 4.77 1.02 1.02 0.121
H 1.32 -6.34 -0.65 0.030
H -5.95 -2.28 -2.62 0.063
H -5.68 3.19 1.64 0.127
H -0.87 -4.96 3.16 0.095
H 2.59 -1.95 7.00 0.071
H -5.19 -3.73 -1.85 0.069
H -2.47 -2.06 -4.95 0.114
H -5.36 6.43 2.86 0.085
H -3.06 1.36 2.83 0.107
H 6.82 -5.82 -1.14 0.060
H 3.51 1.37 4.64 0.072
H -3.94 -3.82 0.12 0.122
H -4.52 5.21 3.60 0.074
H -4.05 6.47 -7.25 0.080
H -4.38 5.07 -6.13 0.039
H 1.60 4.34 1.62 0.086
H -2.29 -1.11 2.86 0.049
H -4.43 -4.16 2.81 0.089
H 3.42 2.08 -2.52 0.089
H -3.79 3.71 -0.68 0.129
H -7.80 3.67 -5.17 0.092
H 2.10 4.29 3.30 0.020
H -5.15 -1.08 -0.40 0.121
H -0.22 -1.21 -4.76 0.081
H -1.34 -3.53 2.26 0.071
H 3.98 -1.07 2.93 0.060
H -0.03 -4.17 -0.16 0.104

***

Of the structures shown above, b is the most stable.